Record 1
12
Properties=species:S:1:pos:R:3:forces:R:3 method="wB97M-V/def2-TZVPD" e_homo_ha=-0.4202 multiplicity=1 charge=+1 e_tot_ev=-26752.4861 orbital_gap_ev=5.2590 relative_energy_kcal_mol=0.0
O -3.736682 0.564192 -0.209810 0.4 3.2 2.6
C -2.769109 0.665385 0.607085 -1.0 -0.8 -6.2
C -2.189207 -0.674833 0.733408 -2.1 -2.0 -0.2
C -0.702253 -0.789532 0.707023 0.5 -0.2 -0.5
C 0.072783 -0.409289 -0.326127 -2.0 0.4 -0.1
O 1.390781 -0.498572 -0.396891 1.9 -0.3 0.9
Ca 3.095535 -0.729429 0.618799 -0.8 0.1 -0.6
H -2.048453 1.486231 0.422420 -0.8 0.9 1.5
H -2.624856 -1.145730 1.629219 0.4 -0.2 -0.2
H -0.217672 -1.218827 1.590604 -0.1 0.0 -0.2
H -0.394957 0.054535 -1.209071 0.1 -0.3 0.2
H -3.091503 -0.965006 -0.225033 3.4 -0.9 2.6


Record 2
10
Properties=species:S:1:pos:R:3:forces:R:3 method="wB97M-V/def2-TZVPD" e_homo_ha=-0.3591 multiplicity=1 charge=0 e_tot_ev=-16744.9531 orbital_gap_ev=10.2554 relative_energy_kcal_mol=119.2
C 0.204980 -0.416628 -1.664092 0.4 -0.5 0.5
C -0.064171 -0.311245 -0.062077 -3.7 1.1 -4.8
C 1.062252 -0.417171 0.626973 13.2 1.6 3.4
C 2.357021 -0.375284 0.784368 -4.6 0.0 0.4
H 0.222065 -1.891586 -1.542221 0.5 4.7 -1.6
H -0.741727 0.034784 -2.266479 2.3 -1.6 1.4
H 1.308735 0.299970 -1.996909 -3.5 -2.9 1.0
H -0.555103 -1.162068 0.147775 -1.8 -3.3 0.3
H 3.489904 -0.315792 1.121214 -3.3 -0.4 -0.9
Cl -1.475550 0.715099 0.377976 0.4 1.2 0.3


Record 3
14
Properties=species:S:1:pos:R:3:forces:R:3 method="wB97M-V/def2-TZVPD" e_homo_ha=-0.6763 multiplicity=1 charge=+2 e_tot_ev=-33725.7401 orbital_gap_ev=7.6342
C -1.186276 -0.635414 0.085961 0.4 0.3 -0.7
C -1.213293 0.724280 0.030588 0.2 -0.7 -0.1
C 0.257113 -1.066180 0.059664 -2.9 -0.3 -0.3
C 0.233836 1.200764 -0.035002 -0.3 -1.9 0.0
N 1.018538 0.056280 -0.019765 -2.7 -1.1 0.5
N 0.494644 -2.334755 0.044381 0.6 -1.1 0.1
N 0.698005 2.382721 -0.143062 1.6 0.3 0.9
Cl -2.409719 -1.811147 -0.029390 0.3 0.9 0.3
Cl -2.587925 1.687746 0.073338 0.5 0.2 -0.1
H 1.935908 -0.168489 0.070319 4.0 0.9 0.1
H -0.379249 -2.957334 -0.030617 1.5 1.0 0.3
H 1.420331 -2.842829 0.121650 -1.2 1.0 -0.3
H 0.021521 3.088569 -0.354305 -0.4 1.0 0.2
H 1.696561 2.675792 0.126245 -1.8 -0.6 -1.0